Record 1
A cluster of 5 separate species, C69H39IN2O9S in total in a non-equilibrium geometry. Source: the Open Molecules 2025 dataset; level of theory: wB97M-V/def2-TZVPD.

The geometry in XYZ format:
```
121
Properties=species:S:1:pos:R:3:forces:R:3:mulliken_charge:R:1
O 9.41465 5.78083 1.49135 -5.4 -6.0 -0.8 -0.504
C 8.53231 4.88262 1.41782 1.0 1.9 0.8 0.738
N 7.56383 3.97251 1.40865 3.3 4.9 1.2 -0.527
C 6.64016 4.48269 2.49898 -2.1 0.9 2.9 0.480
C 5.54355 5.55039 2.16510 0.4 -1.2 3.7 -0.414
C 4.61808 6.10943 3.31622 2.3 -2.4 1.1 -0.296
C 4.77909 5.60098 4.79460 2.6 -1.8 -3.3 -0.655
C 5.87468 4.51562 5.07011 0.2 0.1 -2.7 0.457
C 6.84489 3.90835 3.96079 -2.9 3.2 -1.1 -0.352
N 7.88840 2.89266 4.22320 -2.1 0.1 1.3 -0.007
C 7.41537 1.78852 5.09141 -0.8 -3.4 2.1 0.211
C 7.77989 0.28050 4.74742 -2.8 0.9 3.7 -0.369
I 9.02549 -0.21654 3.04017 -1.0 0.4 1.4 0.075
C 7.20654 -0.87522 5.68146 -0.7 2.8 0.7 -0.300
C 6.29530 -0.60183 6.93683 1.4 3.6 -1.9 -0.393
C 5.97227 0.88656 7.31139 2.2 -0.9 -3.6 -0.442
C 6.54207 2.00768 6.37792 0.4 -2.1 -1.0 0.410
S 6.12177 3.79314 6.78831 0.1 -0.9 -2.1 -0.244
H 5.44618 5.89726 1.07885 0.1 -0.5 1.9 0.379
H 3.78286 6.88771 3.12998 1.7 -1.5 0.1 0.300
H 4.12525 5.97476 5.65514 1.1 -0.6 -1.5 0.331
H 8.77529 3.30735 4.54965 -0.7 -0.3 -0.1 0.285
H 7.45741 -1.96798 5.42476 -0.4 2.0 0.4 0.273
H 5.84774 -1.43062 7.60183 1.0 1.4 -1.4 0.285
H 5.31906 1.19002 8.20285 1.1 -0.6 -1.6 0.298
O 1.15096 7.04153 2.07622 -0.3 -0.2 -0.1 -0.681
C 0.26970 6.32389 1.62870 0.8 0.6 0.4 0.448
C 0.60088 5.23780 0.68579 0.1 -0.2 -0.2 0.355
C 1.92979 5.02634 0.33054 0.3 -0.2 -0.2 -0.563
C 2.26425 3.98202 -0.52592 -0.2 0.1 0.1 -0.526
C 1.26882 3.14555 -1.02837 -0.1 0.1 0.0 -0.528
C -0.06287 3.36613 -0.68785 0.3 0.0 0.0 -0.782
C -0.39993 4.41792 0.16644 0.2 -0.2 -0.2 0.649
C -1.81843 4.65858 0.51159 -0.6 -0.5 -0.4 0.317
O -2.70268 3.97644 0.01564 0.6 0.7 0.1 -0.615
C -2.14991 5.73400 1.47282 -0.2 0.2 0.2 0.285
C -3.48139 5.94865 1.83550 -0.1 0.2 0.2 -0.495
C -3.79930 6.93522 2.76361 0.1 -0.1 -0.1 -0.565
C -2.79019 7.70969 3.33254 0.2 -0.1 -0.1 -0.477
C -1.46360 7.50789 2.96245 -0.2 0.1 0.1 -0.578
C -1.14110 6.52239 2.02724 -0.3 0.2 0.2 0.197
H 2.70931 5.67172 0.72431 -0.2 0.0 0.0 0.402
H 3.30237 3.81586 -0.79775 -0.1 0.0 0.0 0.480
H 1.53050 2.32233 -1.68691 -0.1 0.0 0.1 0.514
H -0.83447 2.71482 -1.08577 0.1 0.2 0.1 0.440
H -4.27220 5.34530 1.39943 0.2 0.0 0.0 0.442
H -4.83469 7.09791 3.04728 0.1 0.0 0.0 0.410
H -3.03815 8.47303 4.06385 0.0 -0.1 -0.1 0.392
H -0.68280 8.11755 3.40776 0.0 -0.2 -0.2 0.467
O -6.96680 0.55580 3.23694 0.3 -0.2 0.0 -0.680
C -5.98462 -0.13627 3.02425 -0.8 0.6 0.1 0.539
C -5.00550 0.24867 1.98334 0.2 0.2 -0.2 0.361
C -5.19856 1.42468 1.25455 0.2 0.0 -0.2 -0.740
C -4.26237 1.81475 0.30179 -0.4 -0.3 0.1 -0.582
C -3.13102 1.03353 0.07454 -0.1 -0.3 0.2 -0.098
C -2.94460 -0.14742 0.78619 0.0 0.2 -0.2 -1.034
C -3.88522 -0.54549 1.73823 0.0 0.3 -0.2 0.386
C -3.68734 -1.81164 2.47704 0.9 -0.5 -0.3 0.530
O -2.73625 -2.53346 2.22429 -0.3 0.2 0.1 -0.681
C -4.65530 -2.18669 3.53150 -0.2 -0.2 0.3 0.180
C -4.45968 -3.36163 4.26077 -0.1 -0.1 0.2 -0.509
C -5.34577 -3.70562 5.27671 0.1 0.1 -0.2 -0.472
C -6.42862 -2.87850 5.56811 0.0 0.2 -0.2 -0.456
C -6.63422 -1.71432 4.83353 0.0 -0.2 0.2 -0.556
C -5.75000 -1.36860 3.80925 -0.1 -0.3 0.3 0.162
H -6.07560 2.04033 1.43107 0.1 -0.2 0.1 0.484
H -4.41173 2.72940 -0.25924 0.0 -0.3 0.1 0.430
H -2.39516 1.34439 -0.65936 -0.2 -0.1 0.1 0.533
H -2.06306 -0.75416 0.60030 -0.2 0.0 0.1 0.539
H -3.61488 -4.00807 4.04178 -0.1 0.2 -0.1 0.460
H -5.18976 -4.61748 5.84523 0.0 0.1 -0.1 0.392
H -7.11446 -3.14262 6.36746 0.1 0.0 -0.1 0.393
H -7.48225 -1.07610 5.06421 0.2 0.0 -0.2 0.454
O 5.60959 -3.74859 -3.98314 -0.2 0.3 0.1 -0.682
C 4.80295 -2.90264 -3.63429 0.6 -0.8 -0.3 0.606
C 3.34925 -3.16321 -3.73636 -0.3 -0.2 -0.1 0.116
C 2.90068 -4.39547 -4.21632 -0.2 -0.1 0.0 -0.664
C 1.53652 -4.66294 -4.27788 0.2 0.2 0.1 -0.472
C 0.61651 -3.70325 -3.85987 0.1 0.1 0.0 -0.318
C 1.05997 -2.46820 -3.39778 -0.1 -0.2 -0.1 -0.751
C 2.42739 -2.19342 -3.34092 -0.3 -0.3 -0.1 0.209
C 2.88812 -0.87089 -2.86489 -0.7 0.7 0.2 0.315
O 2.08074 -0.00307 -2.57056 0.2 -0.2 -0.1 -0.665
C 4.34034 -0.61739 -2.74390 0.3 0.2 0.1 0.183
C 4.78620 0.61436 -2.26147 0.3 0.1 0.0 -0.378
C 6.14815 0.85114 -2.11199 -0.2 -0.1 0.0 -0.598
C 7.06998 -0.14000 -2.44267 -0.2 -0.2 -0.1 -0.508
C 6.63014 -1.36442 -2.93757 0.1 0.2 0.1 -0.680
C 5.26246 -1.60377 -3.09437 0.3 0.3 0.2 0.376
H 3.61254 -5.14970 -4.53839 0.0 0.2 0.1 0.451
H 1.18959 -5.62346 -4.64708 0.1 0.1 0.1 0.447
H -0.44789 -3.91735 -3.89628 0.1 0.1 0.0 0.551
H 0.33778 -1.72267 -3.07834 0.2 0.0 0.0 0.515
H 4.07319 1.38970 -1.99708 0.0 -0.2 -0.1 0.577
H 6.49243 1.80864 -1.73267 0.0 -0.1 0.0 0.476
H 8.13268 0.04349 -2.31614 -0.1 0.0 0.0 0.411
H 7.35439 -2.13141 -3.19616 -0.3 0.0 0.0 0.455
O -3.19663 -4.16367 -4.37717 -0.2 -0.2 -0.1 -0.663
C -4.08275 -4.86924 -4.83055 0.7 0.6 0.4 0.409
C -3.76671 -5.94081 -5.80156 0.2 -0.2 -0.2 0.070
C -2.44103 -6.15725 -6.18398 0.1 -0.2 -0.1 -0.406
C -2.13098 -7.18785 -7.06553 -0.1 0.1 0.1 -0.554
C -3.14141 -8.00597 -7.56686 -0.2 0.1 0.1 -0.412
C -4.46507 -7.78178 -7.20143 0.2 -0.1 -0.1 -0.685
C -4.78091 -6.74429 -6.32246 0.4 -0.2 -0.2 0.473
C -6.19339 -6.50235 -5.95374 -0.8 -0.6 -0.4 0.588
O -7.08524 -7.16984 -6.45140 0.3 0.2 0.2 -0.678
C -6.50712 -5.44457 -4.96824 -0.2 0.2 0.2 0.220
C -7.83289 -5.23058 -4.58493 -0.1 0.1 0.2 -0.583
C -8.13427 -4.26081 -3.63388 0.2 -0.1 -0.1 -0.465
C -7.11428 -3.50261 -3.06252 0.2 -0.1 -0.1 -0.517
C -5.79361 -3.70370 -3.45300 -0.2 0.1 0.1 -0.598
C -5.48775 -4.67239 -4.41148 -0.3 0.2 0.2 0.130
H -1.64822 -5.52661 -5.79260 -0.2 0.0 0.0 0.559
H -1.09921 -7.35754 -7.35830 -0.1 0.0 0.0 0.411
H -2.89726 -8.81801 -8.24493 0.0 0.1 0.1 0.388
H -5.24861 -8.41969 -7.59972 0.0 0.2 0.1 0.461
H -8.63198 -5.82148 -5.02286 0.3 0.0 0.0 0.461
H -9.16523 -4.09864 -3.33423 0.1 0.0 0.0 0.395
H -7.34918 -2.75252 -2.31337 0.0 -0.1 -0.1 0.434
H -5.00418 -3.10673 -3.00557 0.0 -0.2 -0.2 0.555
```
Positions in Å, forces in eV/Å.

Summary:
Electronic energy ... -4135.1013 hartree
HOMO-LUMO gap ... 0.2609 hartree

---

Record 2
A structure of composition C5H14FInNO in a non-equilibrium geometry. Source: the Open Molecules 2025 dataset; level of theory: wB97M-V/def2-TZVPD.

The geometry in XYZ format:
```
23
Properties=species:S:1:pos:R:3:forces:R:3:mulliken_charge:R:1
C 2.44236 1.33785 0.68709 0.7 -0.8 -0.8 -0.770
C 2.92350 0.05979 -0.07048 -1.3 -0.1 0.1 -0.081
F 4.13783 -0.39256 0.51527 0.3 0.1 0.0 -0.375
In 1.42920 -1.65383 -0.05682 0.3 -0.4 0.0 0.565
C -0.60272 -1.05572 -0.82265 -0.2 0.1 0.4 -1.268
C -1.64844 -0.71946 0.26128 -0.1 0.5 -1.3 0.333
O -1.05735 -0.15929 1.43388 0.5 -0.2 -0.4 -0.451
C -2.65408 0.32860 -0.32802 -0.2 -0.7 0.0 -0.871
N -2.02342 1.62913 -0.57745 -0.1 -0.5 0.0 -0.432
H 3.23629 1.59327 1.40682 -0.4 0.1 -0.1 0.296
H 2.34494 2.14194 -0.05922 -0.2 0.0 0.5 0.208
H 1.49028 1.14789 1.19447 0.2 0.3 0.0 0.124
H 3.12903 0.26964 -1.13547 0.3 0.2 0.5 0.198
H 1.38687 -2.46546 1.55962 -0.1 0.2 -0.3 -0.367
H 2.07949 -2.86928 -1.24522 -0.1 0.2 0.1 -0.392
H -0.55081 -0.20491 -1.52408 0.3 -0.2 0.3 0.320
H -0.97816 -1.90472 -1.42309 0.1 0.2 0.3 0.375
H -2.18862 -1.64387 0.52714 0.0 0.2 0.0 0.185
H -1.77232 -0.02774 2.04548 -0.4 0.1 0.6 0.268
H -2.98441 -0.08352 -1.29433 0.0 0.1 0.3 0.384
H -3.57546 0.41172 0.29013 0.4 0.0 0.0 0.384
H -2.28643 2.31266 0.11139 0.0 0.1 0.0 0.189
H -2.27755 1.94788 -1.49575 0.0 0.3 -0.1 0.177
```
Positions in Å, forces in eV/Å.

Summary:
Electronic energy ... -618.8222 hartree
HOMO-LUMO gap ... 0.2549 hartree
Charge ... -1

---

Record 3
A structure of composition C18H45F2LiNO16P3S2 in a non-equilibrium geometry. Source: the Open Molecules 2025 dataset; level of theory: wB97M-V/def2-TZVPD.

The geometry in XYZ format:
```
88
Properties=species:S:1:pos:R:3:forces:R:3:mulliken_charge:R:1
Li -0.69998 0.68421 0.36469 -0.3 0.2 0.0 0.988
N -3.45604 2.65647 0.57207 1.6 3.5 1.0 -0.227
S -4.96236 2.56880 0.40311 -8.2 -4.0 -2.4 1.048
O -5.66392 3.63255 -0.32689 1.7 -0.7 1.8 -0.568
O -5.73723 1.83942 1.41602 1.8 1.7 -0.7 -0.614
F -5.00114 1.42542 -0.74179 0.8 -0.2 -0.2 -0.316
S -3.49561 4.28090 1.13241 2.2 3.1 -1.0 1.009
O -4.30692 4.47050 2.29976 0.2 -0.4 -0.8 -0.519
O -3.40604 5.41399 0.15560 0.0 -3.8 2.4 -0.549
F -2.02229 4.12181 1.72022 0.3 0.4 -0.1 -0.248
C -4.75063 -5.15727 0.69766 1.2 -0.6 0.8 -1.016
C -4.46803 -3.89270 -0.05356 -1.5 1.4 0.5 -0.320
O -3.85055 -4.20734 -1.25823 2.4 -0.7 -2.4 -0.286
P -2.25230 -4.10415 -1.47017 -0.4 0.7 -0.3 0.803
O -1.65879 -2.89959 -0.81261 -0.4 -1.0 -0.9 -0.565
O -1.65680 -5.46600 -0.89458 -3.0 0.4 -0.9 -0.310
C -0.28319 -5.65481 -0.81069 0.9 0.6 0.7 -0.253
C 0.10000 -5.56614 0.64947 0.9 0.8 0.7 -1.129
O -2.04841 -4.24918 -3.10521 0.5 -0.8 2.8 -0.318
C -2.91040 -3.58650 -3.99960 -1.1 2.0 0.1 -0.174
C -2.53960 -2.08872 -4.01721 0.4 0.8 -0.1 -0.959
H -5.21642 -4.99807 1.67018 -0.4 0.0 -0.3 0.373
H -5.24474 -5.89858 0.06964 -0.6 0.4 0.0 0.300
H -3.81668 -5.67688 0.91177 0.3 0.2 0.2 0.217
H -5.40852 -3.39234 -0.28423 -0.3 -0.3 -0.5 0.295
H -3.95323 -3.02934 0.36799 0.6 -0.6 0.9 0.347
H -0.03977 -6.62325 -1.24769 0.1 0.1 -0.1 0.322
H 0.12775 -4.81607 -1.37260 1.0 -0.4 0.0 0.313
H -0.00668 -4.57106 1.08137 -0.4 0.4 -0.6 0.235
H -0.48287 -6.16352 1.35054 0.2 -0.6 -0.5 0.308
H 1.17557 -5.70023 0.76466 0.0 -0.7 0.1 0.393
H -2.87504 -4.05760 -4.98190 0.3 -0.1 0.2 0.304
H -3.91058 -3.70141 -3.58181 -0.2 0.0 -0.4 0.223
H -3.08598 -1.33613 -4.58569 -0.8 -0.8 -0.6 0.406
H -2.60981 -1.61480 -3.03815 0.2 -0.6 0.4 0.212
H -1.52474 -1.91010 -4.37253 0.3 -0.4 0.2 0.281
C -1.91094 -2.19218 6.10215 2.3 -1.1 0.8 -1.285
C -0.77172 -1.64253 5.24762 -1.1 0.4 -1.1 -0.045
O 0.31399 -1.01001 5.95586 0.4 0.5 -0.2 -0.272
P 1.59520 -0.52024 5.11676 1.8 -1.5 1.3 0.755
O 1.41016 -0.08392 3.71518 -0.3 0.2 0.9 -0.636
O 2.30771 0.51893 6.19634 -0.9 -2.2 -2.1 -0.256
C 1.83372 1.85451 6.37709 -0.4 0.7 1.4 -0.130
C 3.05989 2.73167 6.43027 1.2 -0.3 -1.0 -1.250
O 2.58057 -1.89543 5.16912 -3.6 2.1 1.3 -0.293
C 3.75731 -1.91391 4.39463 -0.7 0.7 0.5 0.005
C 4.57039 -3.06026 4.85655 1.5 -0.7 -0.3 -1.296
H -2.37035 -1.36854 6.64862 -0.4 -0.4 -0.1 0.313
H -2.54200 -2.87176 5.52939 -0.4 0.8 -0.3 0.367
H -1.42812 -2.91674 6.75789 -0.2 0.2 0.8 0.350
H -0.30920 -2.36267 4.57265 -0.4 -0.2 0.0 0.317
H -1.34813 -0.90037 4.69530 0.9 0.4 -0.7 0.213
H 1.04096 2.15009 5.68987 0.4 0.0 -0.6 0.364
H 1.34331 1.89385 7.34973 -0.1 -0.2 0.2 0.280
H 2.99011 3.77278 6.74540 -0.6 -0.2 0.0 0.379
H 3.84713 2.25879 7.01742 -0.4 -0.1 0.6 0.296
H 3.54719 2.68283 5.45647 -0.2 0.5 -0.4 0.301
H 3.43964 -2.06220 3.36256 0.5 0.5 -0.2 0.212
H 4.16686 -0.93869 4.65790 1.0 -0.1 -1.0 0.281
H 5.56985 -2.91880 4.44525 0.2 -0.1 -0.2 0.394
H 4.73986 -3.14909 5.92962 -0.5 0.2 0.0 0.336
H 4.21468 -4.00567 4.44694 -0.2 0.0 0.2 0.300
C 2.94055 6.80399 -3.09659 0.2 0.7 -0.2 -1.196
C 2.25400 5.50823 -2.81152 -0.2 0.3 2.2 -0.125
O 2.73759 4.52242 -3.68066 -0.2 -0.4 -1.4 -0.194
P 2.01702 3.13694 -3.93058 1.3 -0.7 0.4 0.616
O 1.37753 2.61233 -2.69946 -0.3 0.1 -1.1 -0.557
O 1.14069 3.23141 -5.30357 1.0 0.3 1.8 -0.250
C 0.02438 4.13504 -5.44898 -1.9 -0.9 -2.1 -0.171
C 0.22065 5.02124 -6.68620 1.1 1.1 1.7 -0.989
O 3.35919 2.33154 -4.36452 -0.5 2.6 0.3 -0.300
C 3.52333 0.95425 -4.20988 -1.5 -1.3 -1.6 -0.165
C 4.19185 0.42523 -5.46891 -0.1 -0.3 0.3 -1.172
H 2.43949 7.66380 -2.65190 -0.6 -0.1 -0.4 0.364
H 3.91487 6.90197 -2.61784 0.3 -0.6 -0.4 0.314
H 3.00586 6.86681 -4.18282 0.2 0.6 0.1 0.310
H 2.52582 5.21910 -1.79633 -0.1 -0.3 0.2 0.257
H 1.16749 5.58793 -2.77634 -0.1 0.0 -0.5 0.304
H -0.85081 3.53068 -5.68749 0.0 -0.5 0.6 0.339
H -0.26946 4.76848 -4.61201 0.6 -0.3 0.4 0.263
H -0.64364 5.62776 -6.95686 -0.3 -0.5 0.1 0.364
H 0.86876 5.72002 -6.15728 0.7 0.7 -1.2 0.185
H 0.69747 4.60181 -7.57210 -0.1 -0.3 0.4 0.292
H 4.12286 0.56677 -3.38616 -0.3 0.8 0.6 0.240
H 2.47379 0.66275 -4.16996 0.3 -1.4 0.4 0.279
H 4.01674 -0.64811 -5.54228 0.1 -0.1 0.1 0.367
H 3.77447 0.87171 -6.37144 0.2 0.2 0.1 0.329
H 5.26299 0.59307 -5.35672 0.0 0.1 -0.5 0.290
```
Positions in Å, forces in eV/Å.

Summary:
Electronic energy ... -3999.2890 hartree
ΔE to the lowest compared entry with this formula, charge and spin ... 187.3 kcal per mole
HOMO-LUMO gap ... 0.2711 hartree